This record from the Open Molecules 2025 dataset describes a cluster of 2 separate species, C4H7NO2 in total. The level of theory is ωB97M-V with the def2-TZVPD basis set.

E_HOMO in eV: -8.65
SMILES string: N=C=CO.CC=O
Orbital gap in eV: 9.40
Energy in eV: -9843.387

CARTESIAN COORDINATES (ANGSTROEM)
C (-1.885, 1.128, -0.363)
H (-3.082, -0.258, -1.302)
H (2.559, 0.354, 1.214)
C (-2.297, -0.105, -0.483)
H (0.781, -0.299, 1.166)
O (-1.967, -1.012, 0.468)
N (-1.192, 2.115, -0.584)
O (1.168, -1.755, -0.827)
H (1.510, 0.872, -0.020)
H (-1.055, -1.234, 0.355)
H (3.074, -1.437, -0.116)
C (1.718, 0.002, 0.631)
H (-1.408, 2.835, 0.081)
C (2.075, -1.207, -0.218)

***

This record from the Open Molecules 2025 dataset describes the molecule C10H12N2O. The level of theory is ωB97M-V with the def2-TZVPD basis set.

2S+1: 3
E_HOMO (spin up / spin down) in eV: -4.13 / -7.79
<S²>: 2.01
Orbital gap (spin up / spin down) in eV: 4.94 / 5.24
Energy in eV: -15585.978

CARTESIAN COORDINATES (ANGSTROEM)
C (-1.251, 1.397, -2.186)
H (-1.395, -0.388, 2.266)
C (-0.357, 0.296, -0.184)
H (-2.460, 0.994, 2.240)
C (-2.096, 2.068, -1.321)
N (0.615, -0.508, 0.495)
C (-2.259, 1.656, 0.015)
N (-1.582, 0.538, 1.982)
H (3.753, -0.912, 1.179)
H (0.450, -0.041, -2.243)
H (-3.044, 2.214, 0.401)
H (-0.316, -2.243, -1.737)
C (1.020, -1.631, -0.170)
H (1.467, 0.465, 2.070)
C (-1.372, 0.755, 0.641)
H (-1.171, 1.541, -3.171)
C (0.599, -2.453, -1.127)
C (-0.374, 0.459, -1.585)
O (2.325, -1.965, 0.282)
H (0.999, -3.408, -1.289)
H (-2.772, 2.861, -1.768)
H (2.075, 0.856, 0.526)
C (1.732, 0.083, 1.156)
C (2.729, -1.079, 1.310)
H (2.687, -1.553, 2.217)

***

This record from the Open Molecules 2025 dataset describes a cluster of 2 separate species, C3H10S2 in total. The level of theory is ωB97M-V with the def2-TZVPD basis set.

E_HOMO in eV: -9.50
SMILES string: CCC.SS
Orbital gap in eV: 8.89
Energy in eV: -24941.693

CARTESIAN COORDINATES (ANGSTROEM)
H (-0.207, 1.351, 2.128)
S (1.751, -0.367, -2.165)
H (3.864, -2.074, -2.482)
H (2.081, 1.102, -2.785)
C (-0.533, 1.358, 1.083)
H (0.439, 0.966, 0.637)
S (3.247, -1.626, -1.274)
C (-1.717, 0.460, 0.757)
H (-1.719, -1.854, 0.473)
H (-2.197, 0.776, -0.238)
H (-0.532, -0.981, -0.353)
H (-0.762, 2.298, 0.680)
C (-1.083, -0.926, 0.564)
H (-0.292, -1.080, 1.360)
H (-2.340, 0.598, 1.616)

***

This record from the Open Molecules 2025 dataset describes the molecule C4H6N2O. The level of theory is ωB97M-V with the def2-TZVPD basis set.

E_HOMO in eV: -9.12
Orbital gap in eV: 9.67
Energy in eV: -9270.795

CARTESIAN COORDINATES (ANGSTROEM)
H (-0.221, -1.055, 1.769)
N (-0.123, -0.848, 0.782)
H (-1.684, 1.331, 1.644)
H (2.014, -1.733, -1.638)
C (-0.748, 1.591, 1.137)
O (1.683, -0.842, -1.818)
N (-0.023, 0.534, -0.987)
C (-0.303, 0.484, 0.245)
C (0.285, -1.729, -0.110)
H (-0.896, 2.495, 0.547)
C (0.356, -0.836, -1.351)
H (-0.349, -1.181, -2.125)
H (0.008, 1.788, 1.906)

***

This record from the Open Molecules 2025 dataset describes a structure of composition C25H27GeNO7P2Tc. The level of theory is ωB97M-V with the def2-TZVPD basis set.

Charge: +3
2S+1: 3
E_HOMO (spin up / spin down) in eV: -16.54 / -16.51
<S²>: 2.03
Orbital gap (spin up / spin down) in eV: 5.85 / 4.01
Energy in eV: -119452.953

CARTESIAN COORDINATES (ANGSTROEM)
C (3.357, -3.564, -0.777)
H (3.255, -3.426, 2.612)
H (1.927, 4.189, 2.366)
H (2.041, 2.396, -4.820)
Tc (-1.212, 0.023, 0.564)
H (-4.141, 0.694, -3.302)
O (-3.736, -1.170, 1.236)
H (-0.078, -1.602, -2.705)
H (0.574, 2.341, 1.405)
C (1.564, 1.423, -2.988)
C (3.566, -3.926, 0.545)
C (-0.739, -1.260, 4.479)
C (3.736, 3.548, 1.404)
H (-4.681, -1.044, 1.450)
H (-1.288, 2.164, 2.877)
C (-3.928, 0.062, -1.261)
C (0.379, -0.611, -4.537)
P (-3.123, 1.649, -0.699)
O (-3.387, 1.632, 0.893)
C (0.981, 0.273, -2.388)
O (-1.853, -1.607, -0.264)
C (2.390, 3.453, 1.720)
H (-4.134, -3.473, -0.479)
O (-4.157, -2.579, -0.866)
O (-1.545, 1.343, -0.685)
C (3.582, 1.585, 0.021)
C (1.635, 2.414, 1.193)
H (-0.523, -1.903, 2.436)
C (4.331, 2.632, 0.547)
H (-4.018, 2.323, 1.170)
C (2.238, 1.483, 0.347)
N (-0.918, 0.141, 2.559)
C (2.373, -1.982, 1.296)
H (-4.227, -1.068, -3.080)
H (2.513, -2.114, -2.110)
C (-1.137, 1.092, 4.728)
C (-3.730, -0.155, -2.753)
H (0.934, 0.649, -6.212)
H (-1.295, 1.973, 5.333)
H (4.145, -4.812, 0.771)
C (0.971, 0.535, -5.134)
H (-2.665, -0.221, -2.992)
P (-3.383, -1.378, -0.283)
C (2.652, -2.403, -1.076)
O (-5.275, 0.139, -0.830)
H (-0.054, -1.391, -5.151)
C (0.359, -0.726, -3.170)
C (1.578, 1.535, -4.357)
C (2.159, -1.627, -0.033)
H (2.018, 2.198, -2.382)
H (3.745, -4.172, -1.583)
H (2.029, -1.339, 2.101)
H (5.379, 2.719, 0.297)
O (-3.582, 2.836, -1.385)
C (-1.129, 1.205, 3.353)
C (-0.722, -1.074, 3.116)
H (-5.831, 0.591, -1.483)
H (4.057, 0.855, -0.625)
C (3.074, -3.145, 1.583)
C (-0.951, -0.159, 5.304)
Ge (1.118, 0.023, -0.401)
H (4.332, 4.341, 1.837)
H (-0.578, -2.248, 4.887)
H (-0.973, -0.279, 6.380)

***

This record from the Open Molecules 2025 dataset describes the molecule C4H4OS3. The level of theory is ωB97M-V with the def2-TZVPD basis set.

E_HOMO in eV: -8.07
SMILES string: OC(=S)C1=CSCS1
Orbital gap in eV: 7.77
Energy in eV: -38765.259

CARTESIAN COORDINATES (ANGSTROEM)
O (-0.017, -2.030, -1.580)
H (-0.982, 1.774, -0.873)
C (-0.081, -0.012, -0.336)
C (0.817, 0.494, 2.047)
C (-0.564, -0.821, -1.535)
H (0.047, 0.276, 2.796)
C (-0.373, 1.259, -0.164)
S (-1.550, -0.270, -2.714)
S (1.004, -0.814, 0.818)
H (-0.297, -2.479, -2.364)
S (0.318, 2.040, 1.182)
H (1.679, 0.584, 2.723)

***

This record from the Open Molecules 2025 dataset describes a cluster of 11 separate species, C44H88O11 in total. The level of theory is ωB97M-V with the def2-TZVPD basis set.

E_HOMO in eV: -9.15
SMILES string: C1CCOC1.C1CCOC1.C1CCOC1.C1CCOC1.C1CCOC1.C1CCOC1.C1CCOC1.C1CCOC1.C1CCOC1.C1CCOC1.C1CCOC1
Orbital gap in eV: 9.63
Energy in eV: -69570.078

CARTESIAN COORDINATES (ANGSTROEM)
O (-5.940, 3.029, -0.394)
H (-2.334, 2.468, -1.972)
C (2.508, 2.049, 2.672)
H (-3.151, -5.910, 0.543)
H (-3.310, 4.371, -2.956)
H (-2.829, -3.681, -0.615)
C (-2.293, -4.561, -0.966)
H (-4.880, -1.096, -5.551)
H (4.342, -3.257, 0.709)
H (-0.249, -3.903, -1.158)
H (4.873, 1.854, -0.592)
H (2.696, 0.129, 3.897)
H (2.922, -5.898, 5.598)
H (1.444, -3.957, 5.861)
H (-3.381, -6.408, -1.139)
C (-4.913, -1.641, -4.604)
H (-1.737, 3.343, -0.595)
H (2.995, 1.916, -2.872)
C (-0.818, 5.228, -2.782)
C (-6.962, 2.874, -1.387)
O (-4.969, -0.751, -3.512)
H (-3.294, 0.558, -3.541)
H (6.394, -2.968, 3.396)
C (1.285, -4.627, 5.016)
O (2.757, 3.340, 4.558)
H (-2.100, -1.060, -0.240)
H (2.951, -3.701, 3.879)
C (-1.943, 4.531, 3.287)
H (0.172, 5.618, -2.558)
H (0.563, -5.992, -0.582)
C (-2.183, 3.424, 2.282)
H (-6.648, 3.420, -2.281)
H (-5.722, -2.367, -4.691)
H (2.988, -0.762, -1.900)
H (3.618, -0.897, 1.542)
C (-2.609, 5.709, 2.624)
H (-1.905, -1.482, -3.808)
H (0.765, 0.040, -0.468)
H (2.516, 1.409, -1.252)
C (1.506, -1.055, -3.481)
H (4.156, 3.460, 2.942)
C (3.418, -1.922, -4.658)
C (3.093, 3.370, 3.198)
H (-7.893, 3.332, -1.047)
H (1.419, 2.053, 2.650)
H (-2.961, 6.315, 3.465)
C (3.549, -2.337, -3.172)
O (-3.495, 3.646, 1.760)
H (-3.745, 4.738, -1.262)
H (-0.877, 4.685, 3.464)
O (-0.676, 0.261, 1.710)
O (2.033, -5.167, 2.862)
H (-3.902, -0.065, -2.054)
C (6.399, -2.770, 1.202)
H (-6.282, 1.129, -2.476)
H (-0.776, -1.753, 1.619)
H (2.970, 3.814, -0.426)
C (-6.533, 0.743, -0.383)
H (4.983, -2.296, -0.454)
C (3.143, 2.112, -1.804)
H (-1.465, 0.115, -1.456)
H (1.363, -6.629, 5.733)
H (0.901, -1.058, 1.909)
C (-6.984, 1.358, -1.679)
H (2.877, 1.685, 1.709)
H (2.616, 4.169, 2.622)
C (-3.638, -0.370, -3.071)
C (-2.869, -1.663, -3.314)
C (1.910, -4.030, 3.757)
H (-2.409, 4.287, 4.243)
H (1.792, 1.671, 5.384)
C (2.767, 1.988, 5.004)
C (3.097, 1.134, 3.776)
C (2.175, -6.367, 3.626)
H (-1.906, 6.317, 2.057)
H (0.659, -1.707, -3.701)
C (4.675, -1.161, 1.481)
H (2.102, -2.163, -1.645)
C (-3.649, -2.498, -4.301)
H (1.385, -7.029, 3.271)
C (-0.398, -5.844, -0.090)
H (3.443, -3.417, -3.054)
C (5.018, -2.402, 0.635)
H (0.220, -4.638, 4.769)
H (-2.186, 2.425, 2.717)
H (6.586, -3.843, 1.270)
O (-0.751, 3.831, -2.380)
H (-3.909, -3.452, -3.838)
H (-2.439, 6.689, -2.326)
C (4.658, 2.035, -1.648)
H (4.557, -2.128, -2.809)
H (5.158, -0.231, 1.155)
C (-5.525, 1.765, 0.153)
O (3.943, 4.213, -2.149)
H (-2.345, -4.605, -2.053)
H (-0.261, -5.872, 0.998)
H (0.542, -1.661, -0.533)
H (-1.068, 5.174, -3.846)
H (1.411, -3.185, 3.284)
C (6.387, -2.192, 2.632)
H (-8.018, 1.074, -1.882)
H (7.264, -2.388, 0.658)
C (-2.678, -5.953, -0.443)
H (-2.541, 0.955, 0.879)
H (4.325, -1.437, -5.012)
C (0.081, -0.747, -0.143)
C (5.125, 3.392, -2.166)
H (4.185, 1.104, 3.709)
H (1.257, -0.001, -3.378)
O (-1.460, -6.689, -0.451)
H (5.446, 3.424, -3.204)
C (-0.034, -0.994, 1.360)
H (-1.604, 5.919, -0.967)
C (-1.979, 5.763, -1.985)
H (-7.274, 0.538, 0.388)
C (2.853, 3.560, -1.492)
H (1.884, 3.974, -1.768)
H (-4.695, 5.102, 2.572)
C (-1.356, -0.282, -0.450)
C (-2.922, 4.562, -1.951)
C (2.499, -1.560, -2.466)
O (5.107, -1.571, 2.764)
C (-3.806, 5.056, 1.939)
H (3.511, 1.854, 5.793)
C (-1.925, 3.432, -1.666)
H (-1.454, 3.497, 1.468)
C (1.950, -5.958, 5.103)
H (-0.827, -3.805, 0.475)
C (-1.495, 0.715, 0.671)
H (3.184, -6.761, 3.506)
H (5.847, 3.812, -1.462)
H (4.995, 1.196, -2.260)
H (7.141, -1.423, 2.818)
H (-2.535, -2.198, -2.426)
H (-4.493, 1.643, -0.193)
H (-4.099, 5.457, 0.967)
H (-1.027, 1.619, 0.253)
H (-5.548, 1.903, 1.234)
H (-3.109, -2.732, -5.219)
H (-6.009, -0.191, -0.606)
H (3.193, -2.819, -5.237)
C (-0.860, -4.430, -0.419)
O (2.313, -1.003, -4.708)

***

This record from the Open Molecules 2025 dataset describes a structure of composition C5H15N4. The level of theory is ωB97M-V with the def2-TZVPD basis set.

Charge: +1
E_HOMO in eV: -13.94
Orbital gap in eV: 10.86
Energy in eV: -11378.927

CARTESIAN COORDINATES (ANGSTROEM)
H (-2.318, 1.799, 0.241)
C (0.953, -0.472, 0.537)
H (1.560, 2.141, -0.165)
N (2.017, 0.215, 0.403)
N (0.641, -1.434, 1.351)
C (2.146, 1.321, -0.474)
C (-2.428, 0.779, 0.540)
H (3.131, 1.592, -0.601)
N (3.103, -0.248, 1.186)
H (0.006, -0.169, -1.486)
H (4.055, -0.167, 0.851)
C (-1.702, -0.319, -0.353)
H (-2.061, 0.747, 1.458)
H (-2.243, 0.180, -2.243)
H (-2.011, -1.527, -2.150)
H (-1.427, -1.216, 0.298)
H (3.091, 0.214, 2.082)
H (-3.431, 0.519, 0.537)
N (-0.346, 0.275, -0.657)
H (1.410, -1.914, 1.824)
H (-3.346, -0.805, -1.482)
H (-0.258, -1.860, 1.462)
H (1.816, 0.989, -1.498)
C (-2.359, -0.639, -1.661)

***

Asked for energy relative to the best compared isomer or geometry (same formula, charge and spin) across the records above, the calculation gives 3.893, 1.524, 2.003, 2.707, 2.638, 0.194, 2.355, 3.102 eV in order.